1.
ORCA calculation (ωB97M-V with the def2-TZVPD basis set) on 11 unconnected molecules or ions with the total composition C45H81IN10O4P2.

Geometry as XYZ:
```
143
C45H81IN10O4P2 ωB97M-V with the def2-TZVPD basis set
C -3.1583 8.0248 -0.9353
H 3.1197 -7.7526 -1.5148
H 0.4720 10.5644 -4.7918
O 3.0472 -2.0345 -2.4016
H -5.0597 -4.4365 3.4285
C -0.0959 12.0487 -3.3492
C -5.6294 -4.2139 4.3348
C -1.0777 -6.1369 3.4390
H -2.9459 6.0614 -4.7442
C 0.5480 10.7145 -3.7110
C -4.9322 -4.8268 5.5136
H -6.6243 -1.2298 5.8454
H 7.1837 6.4029 5.3505
H 4.0415 -6.8040 -4.2834
H -3.1357 0.0315 -1.5859
C -3.9306 9.2796 -1.3280
C -6.5446 -2.3166 5.7658
H 3.8091 -6.1733 -1.8744
H 5.8674 0.8052 0.6758
C -4.0263 8.6611 -3.7276
H -3.0036 -4.5497 -3.4752
C 6.6766 -1.1812 3.8407
C 1.8670 -5.3532 -3.6114
C 6.3221 5.9539 4.8475
C 5.0168 1.4733 0.5196
H -0.1145 -4.9941 1.8796
H 5.7479 0.7518 3.4568
H 6.3556 -2.2263 3.8766
H -2.9575 2.6066 -6.3142
H -3.8401 7.2018 -0.7003
N 8.2523 1.7004 5.0720
H 5.0108 1.2174 -1.6273
C 1.7881 -6.4495 -2.5912
C -0.1006 9.5272 -2.9961
H -5.5806 8.2828 -2.3272
O 2.2531 -2.9105 -0.3968
C 3.0972 2.0100 -1.0649
H -1.8439 -5.2116 5.2499
H 6.6987 -0.9453 5.9988
P -0.8256 -2.9775 -0.9384
P -1.4226 -4.8758 -1.9157
O -2.6229 -5.6626 -0.9716
C 5.4646 -0.2983 3.5670
H 0.0142 12.2737 -2.2853
H -3.2177 10.0827 -1.5417
H 5.5725 6.7429 4.7284
C 3.8877 -7.5607 -3.5100
H 7.5102 4.6833 3.5482
H 7.1706 6.2902 2.8872
H -0.1250 -6.4364 3.8849
C -2.5146 -9.1666 1.7041
C -2.6217 -0.8970 -2.0406
H -1.3816 -6.9400 2.7619
H -1.0709 5.0081 -5.9764
H -3.3191 -2.6099 -0.8031
H -2.4866 7.6980 -1.7336
H 4.9759 -0.6016 2.6382
H 3.3807 3.0596 -1.1749
H -3.8298 -2.5415 -3.0695
H 4.3352 1.3579 1.3662
H -2.5495 4.9974 -6.9311
N -3.1934 -4.1470 1.4868
N -3.3821 8.3455 -4.6604
C -2.1663 -4.4549 1.9967
H -3.1732 -5.0206 -0.4637
H -2.2134 -6.9350 5.0980
H 5.9051 5.0688 2.9016
C -1.2705 2.4519 -5.0312
H 8.2335 -1.4958 5.3125
H 2.6075 1.7076 -1.9943
H -5.0408 -8.9079 0.7038
C -1.9644 3.0538 -6.2166
H -2.3947 4.6249 -3.8894
H 3.3039 -8.3798 -3.9407
H -4.6226 -0.8534 -3.0650
N 0.1386 9.8178 -0.3451
C -4.8444 9.0635 -2.5363
H -2.8991 -7.7681 0.1370
H -3.7372 -11.4217 -0.4684
H -6.2230 -2.2649 3.6441
H -1.1628 12.0479 -3.5928
H 0.3817 -1.1021 -2.2302
C 7.3817 -0.8301 5.1531
H 4.8714 -7.9510 -3.2383
H -4.2037 -11.2053 1.2287
C -2.1199 -5.9993 4.5430
C 0.0332 9.6898 -1.5098
C -5.7436 -2.6999 4.5258
H -0.5446 -4.0369 3.3034
H 4.7331 -0.3744 4.3768
H -1.1609 9.4557 -3.2545
H 1.3272 -6.0567 -1.6823
H 1.6140 10.7571 -3.4664
H 0.3785 12.8620 -3.9033
H -1.6739 -0.5134 -2.5345
C 4.3096 1.1254 -0.7918
H -2.3568 -1.3472 0.1595
N 5.8950 3.9987 0.4425
O -2.0203 -4.4846 -3.4942
C 3.1912 -6.9784 -2.2843
H -4.6251 -9.1306 -0.9922
C -2.0720 4.5711 -6.0441
C 7.8707 0.5882 5.1076
H -7.5568 -2.7296 5.7219
C -2.8713 4.9735 -4.8096
H 1.1509 -7.2506 -2.9749
H -2.2004 -9.3053 -0.3983
N 3.5996 3.7580 4.5657
N 1.9288 -4.4916 -4.4109
C -4.3281 -9.3910 0.0279
H 2.6100 -1.3649 -2.9870
H 0.4494 -2.8242 -3.0620
H -6.0662 -2.6745 6.6809
H 2.3657 1.9338 -0.2547
I -2.9020 -0.8728 -5.1805
H -4.5356 9.6052 -0.4771
C 4.5492 4.2300 5.0758
C -0.8766 -4.8477 2.6494
N -4.3909 -5.3076 6.4509
C 5.5091 2.8888 0.4763
H 7.3787 -1.0893 3.0060
H 0.3847 8.5956 -3.2972
C 0.4846 -2.2246 -2.0752
H -3.1047 -5.7662 4.1349
H 3.9866 0.0807 -0.7565
H -5.3844 9.9844 -2.7698
H -6.6203 -4.6642 4.2318
C -2.3963 -1.9224 -0.8290
H -4.7442 -2.2594 4.5988
C -4.4281 -10.9028 0.2028
H -1.3960 2.8171 -7.1196
C 6.7501 5.4662 3.4684
H 5.4808 5.2255 6.7055
H -5.4412 -11.2449 -0.0218
N -2.2003 -9.4128 2.8140
C -2.9196 -8.8526 0.2895
C 5.7609 4.8320 5.7251
N -0.7250 1.9816 -4.1007
H -3.8857 4.5643 -4.8488
C 1.9918 -2.4486 -1.5240
H -2.5434 8.2188 -0.0538
H 6.5110 4.0503 5.8750
C -3.6390 -1.4279 -3.1772
```

Properties
Calculated total energy   -97745.3511 eV
Structure (SMILES)   O=C(O)CP(CCCI)#P(O)O.CCCC#N.CCCC#N.CCCC#N.CCCC#N.CCCC#N.CCCC#N.CCCC#N.CCCC#N.CCCC#N.CCCC#N
LUMO   0.04 eV
Gap between HOMO and LUMO   8.54 eV

=====

2.
ORCA calculation (ωB97M-V with the def2-TZVPD basis set) on a molecular structure, C45H82BInN6O4Si.

Geometry as XYZ:
```
140
C45H82BInN6O4Si ωB97M-V with the def2-TZVPD basis set
H -0.8759 -5.5607 -2.8668
C 2.0968 -3.2190 -4.1259
C 0.9149 1.0847 -3.5782
H -4.9744 -1.9705 -1.5580
H -1.0918 -5.8026 2.3156
H 1.7444 2.9879 3.7836
C 3.8514 -2.8864 3.2438
H 5.0071 -3.4317 4.9888
N -0.2774 -2.5560 -0.1173
H 2.1806 -2.7218 -5.0923
H 5.5475 -1.9718 2.2723
H -1.7652 3.8519 -0.2016
N -1.9195 -0.5191 -1.3248
H 4.7184 2.8390 0.9743
C 1.9034 0.0999 -3.7829
N -0.0468 0.6101 -2.8287
H 2.2094 -4.1693 3.8379
C -0.6225 -0.4964 5.4762
C 1.3949 -0.8284 6.9304
C -1.6420 -4.7869 -2.7430
H -5.2228 -2.1159 -3.3045
H 2.7533 -4.3780 2.1618
H 4.6428 -3.0951 1.2500
H -1.2486 -0.9416 4.7021
H 2.8397 0.1969 -4.3093
H 1.0979 -3.6474 -4.0533
H 2.6462 -2.2881 -0.8147
H 0.0321 -5.2909 3.5675
C -0.5264 2.2093 1.6541
C -1.5134 -3.1337 2.7317
C 5.0167 -2.9245 2.2611
H -1.2487 -0.2385 6.3325
H 4.1549 4.4986 -1.5190
H 0.4042 3.5096 -5.9678
O 1.2386 -1.8801 4.7596
H 1.5813 -3.5671 -1.4251
H 0.3318 3.3774 -2.1952
C 0.3909 2.4974 -5.5588
N -1.3801 0.1649 -0.2704
H -3.7616 -4.7774 -2.2732
C 2.1067 0.6741 -0.2880
C 4.4136 0.9239 3.0960
C 2.6148 2.6510 3.2175
H -1.5534 -2.0723 2.4880
H -3.2457 -6.1363 -3.2768
H -0.4198 3.0262 2.3700
C -3.5600 -0.0959 -4.1472
H -2.8953 -6.1317 -1.5480
C -0.0150 3.3797 -3.2304
H -4.9293 0.2390 -2.5653
H 5.7152 -3.7236 2.5158
H -0.0113 4.4064 -3.6022
H -1.0420 3.0117 -3.2285
H 5.4533 2.6370 -2.6442
C -0.1693 -5.2471 2.4966
H 5.5703 1.4887 0.2150
H -3.2294 0.9400 -4.2308
O 3.0035 -1.8227 2.7768
H 1.8483 0.0731 6.5261
H 0.6615 -3.4478 6.7334
C -2.2031 1.1612 0.0533
H 2.6133 3.7453 -1.9663
C -4.5019 -1.8386 -2.5327
C 2.3658 -2.2380 -2.9819
C 2.4630 -2.9703 -1.6475
C -2.3790 3.5567 0.6521
H -4.1637 1.7662 -0.8009
H 0.8330 -0.5666 7.8292
C -4.0499 -0.3918 -2.7262
C 3.0826 -4.1973 3.1874
H -2.6151 1.8965 1.9834
H 0.1746 2.3993 0.8360
B -1.0272 -1.4736 -2.1916
H -2.2410 4.2928 1.4449
H 0.5835 -3.2352 2.3451
H -0.7086 -2.5247 7.3749
H -2.7246 -0.7317 -4.4335
H 3.3199 -3.6461 -1.6864
C 0.4716 -1.4703 5.9004
H 5.1639 1.7103 3.0015
H -1.2689 -5.6509 -0.0332
H 2.9543 4.1154 -0.2718
N -0.7180 -2.7590 -1.4001
H -0.1841 0.4214 5.0797
C -3.3060 1.1162 -0.8004
H -0.2313 1.2985 2.1791
In 0.5594 -0.5592 0.3828
C 5.1246 2.4675 0.0347
H -0.7906 -3.2199 5.7476
C -1.9614 2.1677 1.1462
H -0.6311 2.1163 -5.6171
H 3.3648 -1.8283 -3.1589
H 2.8142 -4.0422 -4.0964
N 0.2800 -0.6772 -2.5032
H -4.3752 -0.2570 -4.8552
C 4.6577 1.9435 -2.3629
H 3.9091 1.9306 -3.1541
H 0.6438 -5.7553 1.9783
C 3.3972 3.7756 -1.2093
H 1.0217 1.8649 -6.1850
H -3.4231 3.5879 0.3434
H 5.0821 0.9422 -2.2770
O 0.6043 -0.8335 2.3752
H -0.8963 -3.4494 -4.3094
H 4.0958 0.6167 2.0995
H 5.9087 3.1513 -0.2979
H 2.8646 2.2057 5.8979
H 1.8890 2.8850 -4.0842
C -1.0238 -4.6338 -0.2823
H -1.8409 -4.8292 -4.8694
C 0.8661 2.4904 -4.1033
H -3.6605 -2.5242 -2.5893
C 3.6953 1.8008 5.3171
C 4.3544 -2.6204 4.6603
C 4.0339 2.3890 -1.0352
C 1.4886 -1.0040 -3.0830
H -2.4403 -3.6108 2.4041
C -3.0945 0.0505 -1.6524
C -2.9629 -5.5033 -2.4345
H 4.0793 0.9151 5.8274
C -1.1717 -4.0263 -1.5164
C -0.1318 -2.7446 6.4753
C -0.3080 -3.7928 2.0558
Si 1.7607 -1.0026 3.4758
H -1.4395 -3.2313 3.8155
H 2.2955 2.3791 2.2093
H 3.7303 -5.0223 3.4875
O 2.2074 0.4592 4.0413
H 2.1865 -1.5251 7.2133
C -1.7562 -4.0730 -4.0870
H 4.8779 0.0729 3.5854
H 3.5153 -2.5575 5.3503
C 2.9813 1.4329 -0.6386
H -1.6288 -1.7394 -3.1729
C 3.2361 1.4414 3.9087
H 4.4875 2.5507 5.2790
H 4.9219 -1.6911 4.7062
H -2.6431 -3.4445 -4.1431
H 3.3288 3.4753 3.1535
C -0.4851 -3.6768 0.5718
```

Properties
Calculated total energy   -78863.8358 eV
Energy relative to the best compared isomer or geometry (same formula, charge and spin)   6.0 kcal per mole
LUMO   0.58 eV
Gap between HOMO and LUMO   9.00 eV

=====

3.
ORCA calculation (ωB97M-V with the def2-TZVPD basis set) on 7 unconnected molecules or ions with the total composition C45H83BBrN2O9.

Geometry as XYZ:
```
141
C45H83BBrN2O9 ωB97M-V with the def2-TZVPD basis set
C 5.0171 -0.1630 -5.3687
H 2.1118 2.6132 5.3645
O 10.8947 1.8345 -0.4497
C 3.1679 2.0923 -1.0929
C -3.0837 -3.2294 2.8200
H 4.0621 -1.6851 1.4772
H 1.3941 -1.3213 -1.7106
N -5.1509 -1.8413 -1.9427
H 5.0041 3.8830 0.1112
H 2.6448 2.7807 -1.7580
H -3.4764 -0.1470 2.6693
H -2.5678 -3.8095 3.5846
C -1.4521 2.7613 2.4487
H -2.5795 0.5820 0.6260
B -2.0128 -1.8548 1.1135
H 6.0842 0.0549 -5.4319
H 3.7064 -4.3988 1.5765
H 9.7743 3.3534 1.4324
O -6.7310 -5.1560 -2.4168
H -2.0934 1.0208 3.4499
H 3.9690 4.2882 1.4910
H -7.9481 2.1975 0.5239
H -1.8971 -3.3922 -4.1106
C -2.5052 2.0210 3.3028
C -3.4187 -2.9826 -0.8166
H 6.3294 -1.0552 -3.0131
H 9.4963 1.6283 1.6902
Br -8.7017 0.4583 -1.4087
C 3.2504 2.6722 0.2967
H 0.8896 -4.2029 -2.6495
H 4.4208 -2.0407 -0.2050
C -6.9841 0.5389 -0.4416
H -6.3103 0.1808 -2.4531
H 6.9558 0.8361 1.8763
H 3.1530 -0.8752 0.1850
C -1.6284 -2.5260 -3.5038
H 4.4630 0.6122 -5.8921
C -14.2095 1.2877 -2.4333
C -4.9434 -0.7908 -1.1878
C -0.1066 2.0254 2.5119
H 13.2460 2.9132 -2.1285
H -11.4660 0.5793 -2.2246
H -7.0258 -0.3105 0.2336
C -4.3385 -2.6673 3.4509
C -13.2049 0.8185 -3.4584
H -6.4667 2.6498 -0.2715
C -5.8547 0.3645 -1.4856
H 2.6092 -2.5516 -2.0364
C 3.6125 -1.8117 0.4944
H -2.1592 -4.2757 0.2953
C 5.2532 -1.2318 -3.0412
O -2.1484 -2.2148 2.4171
H -0.9230 -2.1531 -1.5152
H -3.1773 -5.1263 -0.8161
C 2.5706 -2.8961 0.5815
H 5.7019 3.2251 6.5037
C 11.2768 2.4306 -1.4297
C -1.3758 -4.2945 -1.6944
H 2.3836 3.4814 3.8399
O 3.7372 0.5418 -3.4908
H -11.3997 -0.2736 -3.7803
H -1.3132 3.7872 2.7862
H -3.9227 2.6424 1.8263
H 9.2294 2.7791 3.0214
H 2.7542 -3.4113 2.6625
H 4.1959 2.4487 7.0343
C 7.7188 2.8020 1.5045
H 11.0883 4.4902 -1.9968
C -2.5895 -4.2186 -0.7012
C 4.6178 3.3078 6.5101
H 4.1678 1.9199 -1.4843
H 5.0726 -2.2363 -3.4280
H -5.2314 -3.6119 -3.4927
H 0.6978 2.6593 2.1547
H 3.4705 4.7497 -0.1539
H 1.9538 -4.6501 1.6748
H -4.8883 -3.4693 3.9417
C 9.1481 2.6286 1.9428
H -4.0359 1.3956 0.1264
H -14.9888 1.8627 -2.9269
H 0.0972 1.7333 3.5424
H 12.3564 1.7819 -3.1652
H -4.0514 -1.9652 4.2322
H 5.7132 2.0964 1.7233
H -0.1185 1.1306 1.8886
C 2.7425 -3.9013 1.6846
H -2.5364 -1.9645 -3.2729
C -5.6294 -5.0259 -2.0066
H -1.7746 2.7763 1.4054
C -12.0426 -0.0024 -2.9458
H -4.6906 2.2113 3.3209
H 4.3317 4.2176 7.0398
H 2.2455 4.3837 5.3686
H -5.0006 -2.1924 2.7288
H 9.5888 3.7411 -1.4080
O 2.7590 2.0911 1.2429
O -13.3197 1.0830 -4.6298
H -3.3133 -3.9284 2.0161
C -4.1250 0.4948 2.0827
C -0.8509 -2.9589 -2.2436
H -5.2643 -5.6450 -1.1737
N -4.3755 -2.9063 -1.7365
O 7.4011 3.6517 0.6997
C 6.7021 1.8718 2.1137
H 4.8270 -1.1252 -5.8469
C 2.6121 3.4667 4.9036
O -0.8316 -1.3517 0.6722
H -3.7766 -4.4663 -3.0360
H 6.6839 2.0011 3.1944
H 0.8290 -2.7741 -3.6343
O 4.8521 3.2980 4.1424
C 3.9694 3.9853 0.4454
C 4.1056 3.3523 5.0906
H -5.1597 0.1700 2.1897
C 12.5619 2.0634 -2.1313
C -3.6716 0.4934 0.6069
H -14.6605 0.4308 -1.9304
H 13.0301 1.2264 -1.6190
H -1.6199 -4.9483 -2.5330
C 10.4854 3.5808 -2.0044
H -0.5844 -4.8012 -1.1483
H 10.1979 3.3597 -3.0337
H 2.6316 1.1477 -1.0651
C -3.1766 -1.8830 0.0176
H -1.0201 -1.8700 -4.1210
H -6.4588 1.7416 1.2890
C 1.5507 -2.9824 -0.2780
H -12.4066 -0.9105 -2.4631
H -5.2881 1.2868 -1.5989
C 0.6466 -3.1385 -2.6243
H 0.6307 -3.4759 0.0171
C -4.6839 -4.0131 -2.6452
H 4.8536 -1.1591 -2.0315
H -13.7190 1.9152 -1.6873
H -2.5692 2.5044 4.2761
C -3.9427 -0.7467 -0.1813
C 4.5816 -0.2071 -3.9250
H -0.0722 -1.6523 1.1938
C -6.9341 1.8649 0.3176
C -3.8930 1.9158 2.6401
C 1.5905 -2.3972 -1.6762
```

Properties
Calculated total energy   -140133.1152 eV
Net charge   +1
LUMO   -3.97 eV
Gap between HOMO and LUMO   6.45 eV